No. 1
A structure of composition C40H50CrN13O9 in a non-equilibrium geometry, computed with wB97M-V/def2-TZVPD.

Output
Spin multiplicity: 4
Kohn-Sham gap (alpha / beta): 5.578 / 7.268 eV
HOMO (alpha / beta): -0.2848 / -0.2848 Ha
E_LUMO (alpha / beta): -0.0798 / -0.0177 Eh

```
113
Properties=species:S:1:pos:R:3:lowdin_charge:R:1
Cr 2.201 -0.796 2.769 1.117
N 0.682 -0.421 0.645 -0.512
O 1.882 -0.545 0.634 -0.029
O 0.001 -0.298 -0.331 0.104
O 0.330 -0.378 1.863 -0.069
N 0.640 -2.145 4.570 -0.541
O -0.086 -2.809 5.307 0.100
O 1.102 -1.037 4.728 -0.016
O 0.995 -2.516 3.454 -0.041
N 4.610 -2.123 2.980 -0.560
O 4.305 -1.470 2.045 -0.037
O 5.351 -3.061 3.007 0.118
O 3.689 -1.927 3.838 -0.081
N 1.889 2.060 2.478 0.077
C 1.744 1.988 3.862 -0.044
C 2.856 1.320 4.335 -0.082
C 3.706 1.037 3.224 -0.142
C 3.095 1.552 2.110 -0.125
H 1.267 2.590 1.884 0.100
H 0.856 2.335 4.369 0.101
H 3.029 1.180 5.392 0.125
H 4.724 0.681 3.285 0.122
H 3.455 1.601 1.093 0.111
N -2.612 0.923 -0.048 0.059
C -3.416 1.940 0.362 -0.151
C -4.297 1.600 1.423 -0.089
C -4.058 0.300 1.555 -0.165
C -3.039 -0.117 0.709 -0.164
H -1.832 0.995 -0.686 0.116
H -3.179 2.860 -0.151 0.096
H -4.949 2.268 1.966 0.105
H -4.603 -0.343 2.231 0.106
H -2.679 -1.120 0.534 0.096
N -4.533 -1.976 -4.185 0.007
C -3.806 -2.787 -3.343 -0.109
C -2.728 -2.030 -2.868 -0.121
C -2.846 -0.802 -3.417 -0.143
C -3.910 -0.818 -4.293 -0.173
H -5.421 -2.248 -4.580 0.158
H -4.086 -3.828 -3.277 0.105
H -1.925 -2.349 -2.219 0.094
H -2.250 0.088 -3.281 0.099
H -4.333 -0.061 -4.936 0.118
N -1.468 -2.028 -6.084 0.027
C -0.122 -2.040 -5.751 -0.117
C 0.589 -1.415 -6.794 -0.139
C -0.307 -1.248 -7.859 -0.115
C -1.543 -1.723 -7.383 -0.158
H -2.243 -2.243 -5.473 0.106
H 0.159 -2.189 -4.719 0.093
H 1.605 -1.064 -6.900 0.091
H -0.107 -0.823 -8.831 0.085
H -2.512 -1.786 -7.857 0.103
N -4.398 -3.770 4.209 -0.001
C -4.812 -3.987 2.948 -0.143
C -3.937 -3.311 2.119 -0.116
C -2.959 -2.651 2.904 -0.099
C -3.378 -2.899 4.204 -0.154
H -4.932 -4.093 5.003 0.155
H -5.611 -4.680 2.725 0.106
H -3.857 -3.285 1.042 0.087
H -2.071 -2.110 2.615 0.084
H -2.967 -2.701 5.183 0.102
N -0.481 2.895 -5.641 0.013
C 0.257 1.907 -5.026 -0.100
C 0.654 2.412 -3.779 -0.098
C 0.034 3.665 -3.642 -0.136
C -0.603 3.921 -4.796 -0.183
H -0.711 2.832 -6.622 0.154
H 0.440 0.972 -5.533 0.084
H 1.224 2.058 -2.934 0.069
H -0.021 4.289 -2.763 0.085
H -1.070 4.818 -5.174 0.112
N 5.913 1.580 -0.104 0.017
C 5.644 0.271 -0.496 -0.121
C 4.537 0.325 -1.263 -0.119
C 4.192 1.670 -1.482 -0.131
C 5.096 2.420 -0.837 -0.165
H 6.656 1.851 0.524 0.145
H 6.205 -0.544 -0.063 0.114
H 4.160 -0.619 -1.630 0.096
H 3.516 2.010 -2.252 0.090
H 5.285 3.481 -0.765 0.112
N 3.290 -3.676 -0.813 0.033
C 2.049 -3.357 -1.315 -0.158
C 1.124 -3.692 -0.385 -0.125
C 1.768 -4.383 0.727 -0.069
C 3.091 -4.265 0.419 -0.154
H 4.160 -3.568 -1.315 0.146
H 1.791 -2.833 -2.223 0.105
H 0.065 -3.518 -0.511 0.085
H 1.319 -4.916 1.552 0.100
H 3.925 -4.661 0.979 0.109
N -1.700 1.025 3.674 0.048
C -1.617 2.356 3.896 -0.162
C -1.419 2.534 5.248 -0.115
C -1.632 1.237 5.861 -0.093
C -1.697 0.343 4.860 -0.141
H -2.051 0.640 2.809 0.099
H -1.714 3.073 3.094 0.094
H -1.278 3.452 5.798 0.086
H -1.653 0.994 6.914 0.095
H -1.950 -0.703 4.959 0.089
N 1.520 4.906 0.906 0.021
C 0.223 4.929 1.398 -0.132
C -0.498 3.988 0.755 -0.128
C 0.356 3.304 -0.143 -0.108
C 1.589 3.971 -0.107 -0.112
H 2.162 5.625 1.207 0.151
H 0.000 5.626 2.192 0.116
H -1.545 3.763 0.893 0.071
H -0.061 2.503 -0.735 0.081
H 2.505 3.824 -0.659 0.095
```

=====

No. 2
The molecule C16H20Br2N4O2 in a non-equilibrium geometry, computed with wB97M-V/def2-TZVPD.

Output
SMILES: CC1=NN(C(=O)CN2CCNCC2)[C@@H](c2cc(Br)cc(Br)c2O)C1
Relative energy (zero: lowest compared OMol25 entry of this formula, charge and spin): 71.3 kcal/mol
Spin multiplicity: 1
Kohn-Sham gap: 8.650 eV
HOMO: -0.3010 Ha
E_LUMO: 0.0169 Eh

```
44
Properties=species:S:1:pos:R:3:nbo_charge:R:1
C 2.870 3.881 -0.290 -0.667
C 1.772 2.939 -0.581 0.272
N 1.850 1.683 -0.150 -0.269
N 0.726 1.015 -0.590 -0.325
C 0.600 -0.359 -0.569 0.673
O -0.354 -0.866 -1.140 -0.612
C 1.709 -1.214 0.089 -0.301
N 1.402 -2.640 0.365 -0.449
C 1.335 -3.556 -0.797 -0.242
C 1.044 -4.981 -0.365 -0.227
N -0.120 -5.045 0.519 -0.637
C 0.073 -4.235 1.732 -0.227
C 0.335 -2.815 1.381 -0.236
C -0.253 1.882 -1.259 -0.085
C -1.548 2.117 -0.516 -0.102
C -2.774 2.043 -1.184 -0.197
C -3.985 2.254 -0.511 -0.085
Br -5.620 2.257 -1.529 0.059
C -3.923 2.421 0.864 -0.241
C -2.722 2.503 1.562 -0.155
Br -2.729 2.846 3.425 0.088
C -1.530 2.344 0.874 0.350
O -0.339 2.480 1.524 -0.693
C 0.499 3.225 -1.354 -0.479
H 2.690 4.283 0.727 0.248
H 3.835 3.345 -0.308 0.248
H 2.879 4.667 -1.039 0.228
H 1.997 -0.707 1.033 0.227
H 2.594 -1.163 -0.571 0.229
H 0.571 -3.180 -1.503 0.190
H 2.322 -3.621 -1.308 0.193
H 0.871 -5.646 -1.232 0.206
H 1.925 -5.403 0.171 0.189
H -0.982 -4.868 0.017 0.361
H -0.811 -4.231 2.379 0.204
H 0.896 -4.676 2.331 0.189
H -0.592 -2.456 0.983 0.175
H 0.567 -2.206 2.295 0.196
H -0.479 1.451 -2.259 0.249
H -2.847 1.858 -2.243 0.226
H -4.851 2.604 1.357 0.237
H 0.420 2.179 0.962 0.502
H 0.705 3.499 -2.402 0.244
H -0.030 4.092 -0.889 0.249
```

=====

No. 3
A cluster of 2 separate species, C3H3NOS in total in a non-equilibrium geometry, computed with wB97M-V/def2-TZVPD.

Output
SMILES: C=C=O.N=C=S
Relative energy (zero: lowest compared OMol25 entry of this formula, charge and spin): 39.5 kcal/mol
Spin multiplicity: 1
Kohn-Sham gap: 9.599 eV
HOMO: -0.3456 Ha
E_LUMO: 0.0072 Eh

```
9
Properties=species:S:1:pos:R:3:nbo_charge:R:1
C 0.538 1.147 -1.222 -0.803
C 1.640 0.667 -0.666 0.725
O 2.647 0.154 -0.350 -0.456
H 0.222 1.076 -2.296 0.277
H -0.242 1.634 -0.783 0.256
N -1.048 -0.523 1.867 -0.663
C -1.305 -1.304 0.966 0.199
S -2.227 -2.184 0.094 0.067
H -0.225 -0.667 2.389 0.396
```

=====

No. 4
The molecule C6H14O, computed with wB97M-V/def2-TZVPD.

Output
SMILES: CC(C)C[C@@H](C)O
Relative energy (zero: lowest compared OMol25 entry of this formula, charge and spin): 3.6 kcal/mol
Spin multiplicity: 1
Kohn-Sham gap: 11.199 eV
HOMO: -0.3755 Ha
E_LUMO: 0.0360 Eh

```
21
Properties=species:S:1:pos:R:3:nbo_charge:R:1
C -0.328 -0.564 -2.075 -0.604
C -0.164 0.546 -1.035 -0.228
C 0.625 1.717 -1.620 -0.598
C 0.507 0.036 0.251 -0.406
C -0.448 -0.615 1.245 0.100
C 0.276 -1.051 2.515 -0.628
O -1.439 0.360 1.549 -0.728
H -0.852 -0.195 -2.965 0.209
H -0.897 -1.416 -1.684 0.204
H 0.652 -0.937 -2.401 0.197
H -1.160 0.912 -0.754 0.216
H 0.149 2.104 -2.528 0.206
H 1.646 1.410 -1.883 0.197
H 0.697 2.538 -0.898 0.208
H 0.987 0.875 0.771 0.206
H 1.302 -0.681 0.000 0.202
H -0.923 -1.494 0.776 0.152
H 0.741 -0.180 2.990 0.212
H 1.055 -1.789 2.297 0.213
H -0.421 -1.500 3.234 0.202
H -2.054 -0.030 2.182 0.467
```

=====

Q: What is the spin multiplicity in the second record?
A: 1